Density functional theory data (ωB97M-V/def2-TZVPD) for a 2-piece molecular cluster, C2H6I2N3 overall in a non-equilibrium geometry.

```
13
Properties=species:S:1:pos:R:3:forces:R:3:mulliken_charge:R:1
I -3.001313 -0.189807 0.194230 -0.4 -0.1 -0.5 0.15
H -0.672069 -1.381613 -1.900458 -1.3 1.1 -2.5 0.31
H 0.460367 -1.214628 -0.804138 1.0 -0.7 -0.1 0.09
C 0.301216 1.186101 0.180862 -1.2 -2.2 0.5 0.47
N -0.519355 -1.409371 -0.939734 0.7 0.4 1.8 0.02
H -0.773959 -2.289963 -0.622495 0.1 -2.8 0.2 0.34
N 0.204874 2.118130 -0.518362 -1.0 1.2 -1.0 -0.29
H 0.464182 -0.113146 1.845574 0.0 -0.2 -0.4 0.42
N -1.036627 -0.638036 0.157411 0.5 3.0 0.5 -0.64
H -0.650661 2.314066 -1.016156 -0.1 0.4 -0.7 0.34
C 1.013243 0.576417 1.214820 2.1 -0.5 1.7 -0.93
I 2.812540 -0.316255 0.355550 -0.6 0.0 0.2 0.26
H 1.397566 1.358109 1.852897 0.2 0.4 0.2 0.43
```
Positions in Å, forces in eV/Å.

As for the charge: +1. As for the HOMO energy (spin up / spin down): -12.374 / -12.375 eV. The calculation puts the LUMO energy (spin up / spin down) at -4.820 / -4.820 eV. The value obtained for the orbital gap (spin up / spin down) is 7.55 / 7.56 eV. Its energy relative to the best compared isomer or geometry (same formula, charge and spin) is 105.4 kcal per mole. As for the spin multiplicity: 1.

=====

Density functional theory data (ωB97M-V/def2-TZVPD) for a 2-piece molecular cluster, C3H6O2P overall in a non-equilibrium geometry.

```
12
Properties=species:S:1:pos:R:3:forces:R:3:mulliken_charge:R:1
H 2.020072 -0.079655 -1.629101 0.8 -0.3 -1.4 0.26
P -1.931127 -0.864544 -0.236240 -1.9 -0.8 0.0 0.56
C 1.975603 0.695842 -0.913182 -0.6 0.5 2.3 -0.83
H 0.899738 0.670909 -0.686750 0.3 0.5 0.2 0.08
H -3.251954 -1.132086 0.415393 1.2 -0.2 -0.3 -0.02
H 2.500349 0.346612 0.006767 -0.4 0.2 -0.6 0.21
C -0.285966 0.287774 2.036288 -1.5 -1.0 -1.1 0.13
C -1.059693 -0.199733 1.240322 0.7 0.1 -0.5 -0.64
O -1.312637 -2.103017 -0.789353 0.3 -0.1 1.0 -0.70
H 0.358987 0.414993 2.827102 1.0 0.6 1.1 0.39
H 2.310299 1.737252 -1.087539 -0.2 -0.9 -0.6 0.25
O -2.223671 0.225652 -1.183707 0.2 1.4 -0.3 -0.69
```
Positions in Å, forces in eV/Å.

As for the charge: -1. As for the HOMO energy: -5.063 eV. The calculation puts the LUMO energy at 3.988 eV. The value obtained for the orbital gap is 9.05 eV. Its energy relative to the best compared isomer or geometry (same formula, charge and spin) is 34.4 kcal per mole. As for the spin multiplicity: 1.

=====

Density functional theory data (ωB97M-V/def2-TZVPD) for a 2-piece molecular cluster, C15H25N8O7P overall in a non-equilibrium geometry.

```
56
Properties=species:S:1:pos:R:3:forces:R:3:mulliken_charge:R:1
C -1.313802 2.148940 2.980206 -1.2 0.8 0.5 -0.22
O -1.616804 0.563311 -1.137647 -0.1 0.4 0.7 -0.35
H 4.921510 -3.772357 -2.106222 0.2 0.0 -0.2 0.14
H 2.157600 -0.155209 -2.900888 0.1 -0.1 0.1 0.59
C 1.789192 -4.757434 -3.460988 -0.2 0.4 0.2 -1.08
O -0.238065 -2.092680 -3.014320 0.7 1.6 -2.6 -0.84
H 2.075033 -5.658351 -3.993816 0.2 0.0 0.0 0.37
N -5.191216 4.010225 4.257120 0.3 0.3 0.2 -0.69
C -1.751292 1.561233 -0.129596 -0.3 -0.6 -1.0 0.51
H 4.438934 0.566069 -1.408957 0.1 0.0 0.0 0.35
O 5.278633 -1.011129 -0.703880 0.1 0.2 0.0 -0.81
P -0.510452 -2.037478 -1.550615 -1.6 -2.0 -0.9 1.06
C -3.911454 3.937661 4.551647 0.7 1.0 0.8 0.15
O -1.816450 -2.676941 -1.226257 -2.1 0.7 1.1 -0.92
C 2.966427 -3.823310 -3.335772 -0.3 -0.1 0.0 0.85
H -0.757915 1.905910 0.172751 0.2 0.0 0.2 0.40
C 6.383421 -3.614122 -0.548394 -0.5 0.6 -0.3 -1.01
C -0.443998 -0.266793 -0.948108 0.2 0.0 0.0 -0.73
N -6.844529 3.285463 2.930133 -2.1 0.0 -0.6 -0.50
C -2.974236 3.200687 3.846229 0.8 -0.4 -0.1 0.82
C 2.921330 -0.320515 -2.138428 0.3 -0.3 0.4 -0.76
C -2.490518 0.936920 1.062514 0.4 -0.2 0.0 -0.92
H 4.189122 -1.422519 -3.438329 0.3 0.0 -0.2 0.14
H -4.180592 5.479248 5.737407 0.3 0.0 0.2 0.26
H -2.541736 4.890864 5.597649 -0.3 0.3 0.3 0.28
N -4.788586 2.517584 2.463875 0.4 -0.8 -1.2 -0.60
O 4.054746 -4.128348 -3.826682 1.3 -0.2 -0.4 -0.83
C -3.500513 2.490090 2.796223 0.5 -0.1 -0.2 0.63
H -3.528886 0.736677 0.777115 0.2 0.2 0.2 0.30
C 3.711851 -1.589936 -2.474279 -0.5 -1.1 -0.5 0.35
N -1.587492 2.997916 3.951894 -0.3 -0.3 -0.1 -0.81
N -3.539863 4.710661 5.596245 0.9 0.4 0.7 -0.52
H 6.268808 -3.158512 0.436726 0.1 0.0 -0.1 0.33
N -2.441456 1.817801 2.239954 -0.2 -0.4 -0.3 0.18
H -0.321507 1.755224 2.775606 -0.4 0.0 -0.1 0.49
H -0.169184 -0.307694 0.110318 -0.1 0.0 0.2 0.27
H 0.990623 -4.233403 -3.986943 -0.2 0.0 0.2 0.26
H -2.044989 -0.030014 1.318703 0.0 0.2 -0.1 0.37
H -2.619830 3.544427 0.024183 0.0 0.0 0.0 0.35
H -1.991075 3.141202 -1.586455 0.0 -0.1 0.1 0.43
H 1.418126 -4.991128 -2.462937 -0.2 0.1 0.0 0.26
O 0.584295 -2.811677 -0.897212 3.0 0.1 2.1 -0.87
H -3.522112 2.429962 -1.027393 0.1 0.0 0.0 0.32
H 6.307433 -4.697446 -0.450882 0.0 0.1 -0.1 0.34
H 7.359565 -3.348638 -0.955696 0.2 -0.1 0.1 0.27
H 0.370831 0.233589 -1.472192 0.1 0.1 0.0 0.27
C -2.520904 2.743941 -0.715142 0.1 -0.1 0.0 -1.60
C 4.842118 -1.883905 -1.461941 -0.1 0.4 0.6 0.54
H -7.086608 2.472720 2.378616 -0.3 0.2 0.2 0.27
H 2.440042 -0.451772 -1.168730 -0.2 -0.2 0.0 0.26
H -7.392400 3.495669 3.750733 -0.3 -0.1 -0.3 0.25
N 2.767505 -2.702689 -2.653262 0.0 0.5 0.3 0.26
O 3.786392 0.800175 -2.086656 0.1 0.4 -0.2 -0.69
C -5.539633 3.297126 3.208408 0.9 -1.2 -0.2 0.14
H 1.821704 -2.598799 -2.257795 -0.5 0.1 0.6 -0.27
N 5.332856 -3.128493 -1.437841 -0.2 -0.8 -0.2 -0.02
```
Positions in Å, forces in eV/Å.

As for the charge: -2. As for the HOMO energy: -0.216 eV. The calculation puts the LUMO energy at 4.105 eV. The value obtained for the orbital gap is 4.32 eV. As for the spin multiplicity: 1.

=====

Density functional theory data (ωB97M-V/def2-TZVPD) for a 2-piece molecular cluster, H4O2 overall in a non-equilibrium geometry.

```
6
Properties=species:S:1:pos:R:3:forces:R:3:mulliken_charge:R:1
H -0.290000 1.021741 1.134938 0.3 -0.1 -0.1 0.32
H -0.542341 -1.190384 -0.154906 -0.2 -0.3 -0.9 0.32
H -1.069225 -1.566975 -1.645800 0.4 0.4 1.1 0.31
O 0.668993 0.928390 1.041600 -0.5 -0.2 0.2 -0.62
O -0.554341 -0.940031 -1.095884 -0.2 -0.1 -0.3 -0.63
H 0.984350 1.828750 1.100038 0.2 0.3 0.0 0.30
```
Positions in Å, forces in eV/Å.

The SMILES is O.O. As for the HOMO energy: -11.346 eV. The calculation puts the LUMO energy at 0.906 eV. The value obtained for the orbital gap is 12.25 eV. Its energy relative to the best compared isomer or geometry (same formula, charge and spin) is 6.2 kcal per mole. As for the spin multiplicity: 1.

=====

Density functional theory data (ωB97M-V/def2-TZVPD) for a 2-piece molecular cluster, C6H14OS overall in a non-equilibrium geometry.

```
22
Properties=species:S:1:pos:R:3:forces:R:3:mulliken_charge:R:1
H 1.959640 0.002221 2.345692 0.3 0.3 -1.2 0.34
H 2.423941 1.237805 -0.372656 -0.7 -0.5 -0.2 0.36
C 0.991075 -0.073049 1.815200 1.0 -0.3 0.7 -1.49
S -1.109017 0.110606 0.277250 -0.3 -1.6 -0.5 0.68
H 0.597165 -0.958371 2.319067 -0.5 0.0 -0.5 0.37
C -1.817125 -1.256723 1.139885 1.2 0.8 -1.1 -0.89
H -1.442345 -2.201205 0.789566 0.4 -0.4 -0.1 0.32
H 1.180770 -1.199343 -1.518178 0.3 -0.3 0.5 0.33
H -2.891217 -1.277586 1.207834 -0.3 0.6 0.2 0.33
H 1.070708 1.879669 0.451366 0.0 1.5 0.5 0.46
C 0.822241 -0.024085 0.291268 0.6 -4.8 0.7 1.15
H -2.569210 1.572962 -1.797809 -0.9 0.6 0.6 0.43
H 0.865442 1.580250 -1.144029 -1.0 0.2 -2.4 0.36
C -1.887111 0.972522 -2.313260 1.5 -2.2 -1.4 -1.05
H -2.044258 -0.101787 -2.563514 -0.4 1.1 0.5 0.31
H 2.394804 -1.597463 -0.263921 1.2 0.2 0.4 0.42
C 1.388944 -1.332499 -0.435046 -2.3 3.0 -1.0 -1.56
H 0.763750 -2.055868 -0.055540 -1.1 -2.4 0.5 0.43
H 0.442736 0.797211 2.078384 -0.6 0.6 1.2 0.52
C 1.312334 1.179316 -0.309858 2.3 2.0 1.9 -1.58
O -1.367269 1.362974 0.984383 -0.4 0.9 0.2 -0.59
H -1.085996 1.382442 -2.926085 -0.2 0.4 0.4 0.34
```
Positions in Å, forces in eV/Å.

As for the HOMO energy (spin up / spin down): -8.181 / -8.147 eV. The calculation puts the LUMO energy (spin up / spin down) at 0.259 / -0.782 eV. The value obtained for the orbital gap (spin up / spin down) is 8.44 / 7.37 eV. Its energy relative to the best compared isomer or geometry (same formula, charge and spin) is 131.6 kcal per mole. As for the spin multiplicity: 1.

=====

Density functional theory data (ωB97M-V/def2-TZVPD) for C10H21F3IO3P2Sc as an isolated structure in a non-equilibrium geometry.

```
41
Properties=species:S:1:pos:R:3:forces:R:3:mulliken_charge:R:1
F 1.176498 0.268026 4.620875 -1.5 0.0 -0.5 -0.23
H 0.998154 4.239289 1.276009 -0.1 -0.3 -0.2 0.45
C 1.314229 2.955596 -1.463013 0.2 -0.3 -0.4 -1.10
H 1.001559 -3.032630 -2.021786 0.0 -0.2 0.3 0.36
O -2.944665 -0.102885 -0.480123 4.9 0.1 0.8 -0.12
C -1.802727 -0.078976 -0.293740 -6.3 -0.1 -1.0 0.40
C 0.878779 -3.001977 1.824395 0.2 0.3 0.5 -1.28
H 2.337297 -2.719128 -0.916654 -0.2 -0.2 0.1 0.41
C -1.349727 -3.447061 0.048620 -0.6 0.1 -0.2 -1.16
C -1.396040 3.300304 -0.450044 -0.6 -0.1 -0.1 -1.13
H -0.472466 -1.028849 -6.150637 0.0 0.2 0.5 0.29
O -1.734013 0.152477 2.527107 2.1 0.0 0.0 -0.55
H -0.652878 0.741150 -6.297377 0.0 -0.1 0.6 0.30
C -0.557839 0.168302 2.886566 -1.2 0.1 1.3 0.64
H 0.223787 -2.700525 2.657165 0.0 -0.1 -0.4 0.31
H -1.838070 2.933170 -1.387095 0.1 0.3 0.1 0.37
C -0.141312 -0.062491 -5.757455 0.4 -0.1 -0.6 -0.77
H 1.810423 2.693924 1.624977 -0.2 0.1 -0.2 0.39
Sc 0.354544 -0.027219 0.118492 2.0 0.1 1.9 0.05
P 0.149305 2.433605 -0.162940 0.1 2.3 0.0 0.99
H -1.191988 -4.531282 0.166093 0.0 0.4 0.0 0.42
F -0.657874 1.420570 4.989794 0.4 -1.4 -1.0 -0.22
H 1.450894 4.047749 -1.456269 -0.1 -0.3 0.0 0.41
H -1.250812 4.392331 -0.488439 0.0 -0.4 0.0 0.43
C 0.842244 3.153631 1.371185 0.2 -0.2 0.5 -1.28
H 0.960604 2.600699 -2.444518 0.0 0.3 0.3 0.29
H 1.048271 -4.088259 1.892593 -0.2 0.3 -0.3 0.45
H 1.841556 -2.500490 2.010792 -0.2 -0.2 -0.2 0.39
I -0.586263 0.044279 -3.618228 -0.1 0.0 -0.4 0.06
H 1.514274 -4.298947 -0.836423 -0.2 0.4 0.0 0.40
H -1.800890 -3.229568 -0.929520 0.1 -0.2 0.2 0.39
C -0.176723 0.267985 4.437790 0.3 0.1 1.5 0.67
O 0.507523 0.113338 2.130925 -0.4 -0.1 -1.8 -0.43
H -2.091145 3.037844 0.361080 0.2 0.2 -0.2 0.37
C 1.360638 -3.221173 -0.998656 0.2 0.3 -0.5 -1.17
F -0.677765 -0.788699 5.142709 0.4 1.2 -1.2 -0.22
H -2.053224 -3.083906 0.811480 0.2 -0.2 -0.1 0.37
H 0.189402 2.967469 2.238628 0.0 0.1 -0.4 0.32
P 0.178657 -2.513211 0.199081 0.2 -2.5 0.5 1.04
H 2.297500 2.487106 -1.302747 -0.2 0.2 0.1 0.41
H 0.940264 0.038415 -5.880673 -0.3 0.0 0.3 0.30
```
Positions in Å, forces in eV/Å.

As for the charge: +2. As for the HOMO energy: -16.139 eV. The calculation puts the LUMO energy at -8.787 eV. The value obtained for the orbital gap is 7.35 eV. Its energy relative to the best compared isomer or geometry (same formula, charge and spin) is 42.1 kcal per mole. As for the spin multiplicity: 1.